1.
17
Properties=species:S:1:pos:R:3 method="wB97M-V/def2-TZVPD" e_tot_ev=-8429.51862 relative_energy_kcal_mol=39.7 smiles="C1=CCC1.CC=O" homo_lumo_gap_ev=10.5 mol_weight_g_mol=98.14
C 2.35 0.73 -0.25
C 1.67 0.04 0.90
O 1.04 0.61 1.76
C -1.15 -1.35 0.13
C -1.92 -0.17 0.66
C -1.55 0.53 -0.68
C -0.81 -0.75 -1.01
H 1.98 1.75 -0.34
H 3.43 0.75 -0.04
H 2.20 0.18 -1.18
H 1.82 -1.07 0.93
H -0.96 -2.34 0.54
H -1.51 0.30 1.56
H -2.99 -0.34 0.80
H -2.40 0.75 -1.32
H -0.94 1.44 -0.57
H -0.26 -1.06 -1.89

2.
79
Properties=species:S:1:pos:R:3 method="wB97M-V/def2-TZVPD" e_tot_ev=-51160.03454 multiplicity=3 charge=+4 homo_lumo_gap_ev="7.3 / 5.2" mol_weight_g_mol=620.44 s_squared=2.02
W -0.35 -0.32 -1.34
C 1.50 -0.30 -0.68
O 2.60 -0.27 -0.25
C -1.58 0.08 0.12
O -2.32 0.34 1.03
P -0.02 2.12 -1.15
C -0.38 2.15 -2.94
H -0.43 3.22 -3.20
C -1.32 3.22 -0.43
H -2.22 2.59 -0.51
C 1.63 2.94 -1.04
H 2.28 2.20 -1.55
C 1.43 -3.22 1.09
P -0.08 -2.48 0.27
H -0.80 -4.36 -1.06
H 2.22 -3.01 0.35
C -1.49 -3.27 1.21
H -1.22 -4.33 1.23
C -1.05 3.47 1.05
H -2.00 3.72 1.54
H -0.38 4.33 1.20
H -0.63 2.59 1.55
C -1.59 4.52 -1.20
H -0.74 5.22 -1.14
H -2.45 5.01 -0.73
H -1.84 4.35 -2.25
C 1.75 4.27 -1.79
H 1.37 4.23 -2.82
H 2.81 4.53 -1.85
H 1.24 5.09 -1.25
C 2.11 3.06 0.40
H 3.20 3.18 0.40
H 1.87 2.16 1.00
H 1.68 3.94 0.90
C 0.80 1.52 -3.68
H 1.65 2.22 -3.75
H 0.48 1.24 -4.69
H 1.19 0.60 -3.18
C -1.74 1.51 -3.21
H -1.83 0.43 -2.96
H -1.94 1.60 -4.29
H -2.54 2.04 -2.67
C 1.30 -4.73 1.31
H 0.95 -5.27 0.43
H 0.63 -4.95 2.15
H 2.29 -5.13 1.57
C 1.79 -2.50 2.38
H 1.10 -2.77 3.19
C -0.98 -2.50 -2.23
H 1.79 -1.41 2.27
H 2.80 -2.82 2.69
C 1.13 -3.83 -1.92
H -0.20 -1.78 -2.63
H -1.41 -2.97 -3.13
H -1.83 -1.96 -1.71
C -0.22 -3.45 -1.31
H 0.98 -3.94 -3.00
H 1.53 -4.77 -1.53
H 1.90 -3.05 -1.79
C -2.83 -3.12 0.48
H -3.15 -2.07 0.47
H -3.59 -3.70 1.01
H -2.80 -3.49 -0.55
C -1.61 -2.75 2.64
H -1.72 -1.66 2.66
H -0.76 -3.03 3.26
H -2.51 -3.19 3.10
H -0.17 -1.27 -4.38
H -0.39 -0.62 -4.01
C 1.73 1.34 4.28
C 0.56 0.93 3.44
C -0.74 0.84 4.20
O 0.66 0.71 2.22
H 1.55 2.33 4.71
H 2.64 1.36 3.69
H 1.85 0.63 5.11
H -0.90 1.78 4.74
H -1.57 0.65 3.52
H -0.66 0.02 4.94

3.
78
Properties=species:S:1:pos:R:3 method="wB97M-V/def2-TZVPD" e_tot_ev=-130180.25247 relative_energy_kcal_mol=3.9 charge=+4 homo_lumo_gap_ev="4.0 / 3.0" mol_weight_g_mol=688.22
C -0.63 5.54 -5.96
C -0.80 4.33 -6.67
C -1.05 4.43 -8.06
C -0.98 5.69 -8.68
N -0.71 6.79 -7.99
C -0.55 6.75 -6.67
C -0.74 3.07 -5.97
C -0.84 2.57 -4.76
C -0.92 2.54 -3.32
C 0.16 2.98 -2.54
C 0.24 2.67 -1.19
C -0.77 1.87 -0.65
C -1.97 1.65 -1.35
C -2.07 2.03 -2.66
Sn -0.32 0.81 -5.92
P 2.38 -1.20 -1.43
H -1.32 3.56 -8.66
H -0.55 5.56 -4.88
H -1.12 5.80 -9.75
H -0.36 7.69 -6.16
H -3.02 1.93 -3.19
H 0.96 3.57 -3.00
H -2.79 1.16 -0.81
H 1.07 2.98 -0.57
C 2.52 -2.71 -0.48
C 3.53 -3.70 -1.07
H 1.51 -3.15 -0.44
H 2.79 -2.42 0.54
H 3.66 -4.53 -0.38
H 3.18 -4.11 -2.02
H 4.52 -3.25 -1.23
C 2.56 -1.47 -3.20
C 2.72 -0.13 -3.94
H 1.68 -2.04 -3.58
H 3.44 -2.12 -3.37
H 2.82 -0.31 -5.02
H 1.83 0.51 -3.80
H 3.61 0.41 -3.60
C 3.40 0.11 -0.73
C 4.89 -0.22 -0.55
H 2.95 0.36 0.24
H 3.28 1.01 -1.36
H 5.38 0.64 -0.08
H 5.05 -1.07 0.11
H 5.40 -0.40 -1.50
Br 0.27 -0.51 -1.08
P -2.57 -2.44 -4.15
C -0.80 -2.88 -3.96
C -0.59 -4.39 -4.13
H -0.47 -2.53 -2.97
H -0.24 -2.31 -4.71
H 0.47 -4.65 -4.14
H -1.06 -4.96 -3.31
H -1.03 -4.75 -5.07
C -3.06 -2.19 -2.36
C -4.25 -3.03 -1.87
H -3.29 -1.12 -2.25
H -2.18 -2.40 -1.75
H -4.37 -2.90 -0.78
H -5.19 -2.71 -2.34
H -4.11 -4.10 -2.06
C -2.64 -0.76 -4.84
C -2.99 -0.76 -6.33
H -1.63 -0.33 -4.58
H -3.38 -0.19 -4.26
H -2.89 0.25 -6.75
H -2.34 -1.43 -6.91
H -4.03 -1.10 -6.47
N 0.57 2.27 3.96
C -0.56 1.98 3.04
C 0.02 1.94 1.66
O -0.91 1.64 0.74
O 1.21 2.15 1.47
H 1.25 1.51 3.98
H 0.24 2.41 4.92
H 1.05 3.12 3.65
H -1.00 1.01 3.29
H -1.32 2.76 3.10

4.
93
Properties=species:S:1:pos:R:3 method="wB97M-V/def2-TZVPD" e_tot_ev=-105594.99590 relative_energy_kcal_mol=2.4 charge=+1 homo_lumo_gap_ev=5.3 mol_weight_g_mol=842.85
Sn 1.25 -1.42 0.51
C -4.90 3.10 1.80
C -3.93 3.15 0.58
C -2.48 3.62 1.06
C -4.45 4.12 -0.50
C -3.79 1.78 -0.03
C -4.98 1.12 -0.54
C -4.88 -0.16 -1.06
C -3.67 -0.83 -1.04
S -3.31 -2.40 -1.61
C -1.68 -2.21 -1.05
N -1.36 -1.02 -0.50
C -2.49 -0.16 -0.60
C -2.54 1.14 -0.13
C -0.71 -3.27 -1.23
C -0.96 -4.32 -2.13
C -0.25 -5.49 -2.05
C 0.89 -5.50 -1.24
C 1.33 -4.37 -0.61
C 0.50 -3.27 -0.53
H -4.76 3.97 2.42
H -4.69 2.19 2.39
H -5.95 3.09 1.48
H -2.49 4.65 1.51
H -1.88 3.74 0.17
H -2.06 2.97 1.80
H -4.45 5.15 -0.06
H -5.49 3.84 -0.80
H -3.78 4.07 -1.37
H -5.96 1.62 -0.49
H -5.72 -0.69 -1.54
H -1.59 1.64 0.21
H -1.80 -4.21 -2.79
H -0.61 -6.40 -2.56
H 1.53 -6.34 -1.22
H 2.33 -4.30 -0.12
C -0.03 4.37 -4.41
C 1.31 4.18 -3.67
S 1.33 2.96 -2.31
C 2.47 1.69 -3.00
C 2.04 0.94 -4.29
S 0.76 -0.31 -4.01
C -0.56 0.36 -5.06
C -1.01 1.75 -4.60
S -0.50 3.11 -5.65
H 0.07 5.34 -5.00
H -0.89 4.44 -3.71
H 1.65 5.09 -3.11
H 2.16 3.94 -4.36
H 2.55 0.93 -2.20
H 3.43 2.17 -3.18
H 2.93 0.42 -4.66
H 1.79 1.68 -5.08
H -1.42 -0.35 -4.90
H -0.25 0.45 -6.14
H -0.58 1.92 -3.62
H -2.12 1.73 -4.49
C -1.05 -3.34 2.38
Si -0.03 -2.31 3.60
C 1.00 -3.46 4.62
C -1.10 -1.28 4.75
N 0.91 -1.17 2.57
C 1.52 -0.07 3.19
C 2.20 -0.11 4.43
C 2.49 1.05 5.11
C 2.48 2.29 4.43
C 2.09 2.34 3.08
C 1.56 1.21 2.55
F 1.09 1.29 1.24
H -1.69 -4.04 2.96
H -0.44 -3.95 1.71
H -1.75 -2.75 1.75
H 1.78 -3.98 3.99
H 0.36 -4.19 5.22
H 1.63 -2.97 5.38
H -2.14 -1.71 4.68
H -1.15 -0.24 4.32
H -0.76 -1.25 5.83
H 2.39 -1.08 4.90
H 2.62 1.01 6.20
H 2.71 3.26 4.87
H 2.02 3.29 2.54
F 7.55 -2.53 0.08
C 6.20 -2.40 0.24
C 5.64 -1.85 1.40
C 4.28 -1.58 1.47
C 3.39 -1.80 0.34
C 4.03 -2.31 -0.81
C 5.39 -2.66 -0.85
H 6.32 -1.61 2.25
H 3.89 -1.10 2.37
H 3.42 -2.49 -1.70
H 5.82 -2.96 -1.82

5.
17
Properties=species:S:1:pos:R:3 method="wB97M-V/def2-TZVPD" e_tot_ev=-6836.32337 relative_energy_kcal_mol=25.2 charge=+1 homo_lumo_gap_ev=11.6 mol_weight_g_mol=78.14
C 0.94 1.39 1.79
N 1.45 1.15 0.36
H 0.82 0.53 2.43
H 1.64 2.10 2.22
H 0.04 1.96 1.64
H 1.77 2.05 0.02
H 0.57 0.88 -0.18
H 2.17 0.44 0.36
C -1.32 -0.72 -0.55
O -0.59 0.41 -1.14
C -0.80 -2.08 -1.05
H -1.31 -0.60 0.53
H -2.35 -0.63 -0.91
H -0.83 0.43 -2.07
H -0.92 -2.75 -0.20
H -1.49 -2.49 -1.79
H 0.20 -2.07 -1.45

6.
15
Properties=species:S:1:pos:R:3 method="wB97M-V/def2-TZVPD" e_tot_ev=-9407.09092 relative_energy_kcal_mol=63.2 homo_lumo_gap_ev=9.9 mol_weight_g_mol=100.12
C -1.66 0.61 -0.85
C -0.32 0.00 -0.51
C 1.14 0.16 -0.82
C 0.67 0.11 0.61
O 0.85 1.12 1.53
C 0.25 -1.30 0.95
O -0.57 -1.38 -0.22
H -1.97 0.39 -1.86
H -1.48 1.66 -0.76
H -2.48 0.33 -0.19
H 1.69 -0.66 -1.28
H 1.45 1.15 -1.12
H 1.80 1.22 1.68
H 1.00 -2.09 0.97
H -0.36 -1.32 1.86

7.
15
Properties=species:S:1:pos:R:3 method="wB97M-V/def2-TZVPD" e_tot_ev=-7830.15524 relative_energy_kcal_mol=49.9 homo_lumo_gap_ev=9.4 mol_weight_g_mol=87.12
C -1.31 0.12 0.99
C -0.22 -0.26 -0.01
C -0.74 -0.37 -1.43
N 0.84 0.74 0.04
C 2.11 0.66 0.38
O 2.49 -0.59 0.74
H -2.12 -0.61 0.97
H -1.73 1.10 0.74
H -0.91 0.17 2.01
H 0.25 -1.20 0.29
H 0.06 -0.65 -2.12
H -1.15 0.59 -1.77
H -1.54 -1.11 -1.49
H 0.60 1.69 -0.22
H 3.39 -0.28 0.89

8.
9
Properties=species:S:1:pos:R:3 method="wB97M-V/def2-TZVPD" e_tot_ev=-17986.65869 relative_energy_kcal_mol=188.5 homo_lumo_gap_ev="7.0 / 7.0" mol_weight_g_mol=110.14
C 0.13 1.16 -0.37
C -0.26 -0.12 -0.71
C -0.35 1.84 0.74
C 1.18 -2.40 -0.94
N -1.02 0.82 1.28
N -0.92 -0.27 0.41
S 0.27 -1.40 -1.83
H -0.13 2.73 1.36
H 1.09 -2.36 0.06

9.
33
Properties=species:S:1:pos:R:3 method="wB97M-V/def2-TZVPD" e_tot_ev=-35320.14722 relative_energy_kcal_mol=17.5 charge=+1 homo_lumo_gap_ev=7.7 mol_weight_g_mol=231.41
C -0.26 -0.63 -0.46
C -1.30 -0.77 0.46
C -0.34 0.38 -1.54
C -2.75 -0.24 0.22
C -1.55 1.21 -1.24
C -2.78 0.39 -1.16
C 0.89 -1.88 0.97
C 1.95 -2.85 1.40
C 2.01 -1.45 -1.11
C 1.03 -0.07 3.83
N 0.28 -0.95 4.29
N 0.91 -1.26 -0.19
S -0.71 -1.95 1.63
S 2.48 6.21 1.33
H 0.67 0.91 -1.56
H -0.33 -0.22 -2.54
H -3.49 -0.99 0.18
H -3.03 0.58 0.89
H -1.57 1.82 -0.35
H -1.69 2.00 -2.04
H -2.76 -0.37 -2.07
H -3.70 0.89 -1.41
H 1.54 -3.08 2.46
H 2.99 -2.42 1.30
H 1.99 -3.81 0.93
H 2.34 -2.46 -1.11
H 1.67 -1.18 -2.08
H 2.78 -0.77 -0.73
H 2.11 -0.12 4.12
H 0.78 0.94 3.42
H -0.76 -0.86 4.25
H 2.55 5.76 0.14
H 1.72 5.39 1.93

10.
61
Properties=species:S:1:pos:R:3 method="wB97M-V/def2-TZVPD" e_tot_ev=-97352.39602 homo_lumo_gap_ev=8.6 mol_weight_g_mol=733.45
C 2.89 -1.40 1.74
C 3.75 -1.05 0.39
F 5.07 -0.49 0.88
Si 2.93 0.37 -0.70
N 1.19 0.38 -0.26
O 3.81 1.84 -0.32
Si 2.74 3.20 -0.03
C 2.20 3.36 1.86
F 1.64 2.04 2.21
F 3.45 3.59 2.66
C 1.18 4.63 1.94
F 2.03 5.78 2.45
F 0.84 5.01 0.55
C -0.05 4.51 2.98
F 0.23 3.66 4.20
F -0.23 5.89 3.57
C -1.54 4.18 2.32
F -2.47 4.40 3.49
F -1.97 5.24 1.33
C -1.71 2.66 1.74
F -0.74 2.55 0.58
F -1.23 1.60 2.69
C -3.13 2.23 1.11
F -3.12 2.63 -0.35
F -3.20 0.73 1.10
C -4.51 2.78 1.74
F -4.72 4.27 1.63
F -5.61 2.22 0.87
C -4.89 2.31 3.25
F -5.84 1.14 3.13
F -5.72 3.38 3.93
F -3.78 1.84 4.10
H 2.19 -0.52 2.09
H 2.22 -2.36 1.52
H 3.67 -1.60 2.61
H 4.04 -1.99 -0.26
H 3.00 -0.02 -2.13
H 0.58 0.73 -1.04
H 0.84 -0.57 0.04
H 3.28 4.49 -0.45
H 1.52 2.96 -0.83
C -0.10 -1.03 -4.56
C -0.54 -2.45 -4.61
O 0.25 -3.08 -3.62
C 0.63 -2.10 -2.74
O 1.19 -2.32 -1.68
O 0.31 -0.86 -3.21
H -0.91 -0.33 -4.80
H 0.75 -0.83 -5.21
H -1.60 -2.57 -4.34
H -0.37 -2.90 -5.59
C -0.96 -6.67 -1.50
C 0.27 -5.89 -1.85
O 1.29 -6.88 -1.86
C 0.67 -8.07 -2.09
O 1.26 -9.12 -2.33
O -0.68 -7.96 -2.01
H -1.86 -6.25 -1.95
H -1.11 -6.74 -0.41
H 0.21 -5.44 -2.84
H 0.50 -5.11 -1.12

11.
22
Properties=species:S:1:pos:R:3 method="wB97M-V/def2-TZVPD" e_tot_ev=-29915.27786 relative_energy_kcal_mol=0.0 homo_lumo_gap_ev="8.3 / 8.3" mol_weight_g_mol=205.20
C -0.01 -2.02 0.82
C -0.18 -0.63 -1.27
C -0.06 2.73 0.04
C 0.89 0.18 0.67
C 3.17 -0.44 0.14
N 0.14 -0.76 0.10
O 2.32 2.42 0.80
O 1.68 1.54 -1.47
F 3.86 -1.21 1.01
F 3.16 -1.14 -1.02
F 4.06 0.60 -0.09
S 1.42 1.80 -0.08
H -1.13 -2.12 1.09
H 0.64 -2.80 0.27
H 0.35 -2.03 1.88
H -1.23 -0.18 -1.51
H 0.60 0.06 -1.65
H -0.14 -1.55 -1.89
H 0.16 3.68 -0.56
H -0.88 2.17 -0.54
H -0.15 3.01 1.08
H 1.19 0.00 1.61

12.
12
Properties=species:S:1:pos:R:3 method="wB97M-V/def2-TZVPD" e_tot_ev=-7201.11008 relative_energy_kcal_mol=185.3 charge=+1 homo_lumo_gap_ev="8.5 / 9.0" mol_weight_g_mol=75.09
C -0.94 1.37 -0.02
C -0.34 -0.01 0.10
N -1.34 -0.31 1.03
N 1.06 -0.30 0.46
O -2.05 0.86 0.75
H -0.43 2.19 0.50
H -1.27 1.70 -1.00
H -0.41 -1.32 -2.17
H -1.90 -1.16 1.09
H 1.19 -1.32 0.50
H 1.33 0.09 1.38
H 1.68 0.08 -0.26